Density functional theory data (ωB97M-V/def2-TZVPD) for a cluster of 3 separate species, C3H14N2O2S in total in a non-equilibrium geometry.

XYZ file:
```
22
Properties=species:S:1:pos:R:3:forces:R:3
N 0.927 -1.616 -0.750 -2.092 4.202 1.503
C 0.994 -1.023 0.584 -2.166 -1.293 -2.069
C 0.570 0.369 0.307 -1.819 2.069 -1.180
N 0.998 0.954 -1.076 -0.586 1.060 2.821
C 1.002 1.214 1.481 1.458 0.647 1.573
S 0.638 2.961 1.391 3.067 0.952 1.560
H 0.018 -1.807 -1.066 -1.080 -0.699 0.005
H 1.543 -2.252 -0.886 4.622 -5.459 -1.356
H 1.817 -1.293 1.200 1.581 0.444 -0.222
H 0.188 -1.445 1.144 -0.706 -0.301 0.716
H -0.711 0.287 0.220 3.737 0.517 0.652
H 1.222 0.214 -1.686 0.174 -1.251 -0.464
H 1.833 1.538 -1.006 -0.364 -0.081 0.332
H 2.135 1.358 1.658 -1.212 -0.798 -1.164
H 0.813 0.766 2.504 -0.827 0.311 -1.267
H -0.504 3.052 0.915 -3.273 -0.294 -1.250
O -2.691 0.495 -1.364 0.731 0.450 1.192
H -1.959 1.075 -1.061 -0.510 -0.338 -0.082
H -2.568 0.509 -2.298 -0.037 -0.054 -1.318
O -1.784 -1.806 0.006 -0.003 -0.915 0.589
H -2.049 -1.121 -0.655 -1.209 -0.880 0.893
H -2.433 -2.429 0.436 0.513 1.713 -1.464
```
Forces are in eV/Å.

Its SMILES is NC[C@H](N)CS.O.O. The HOMO energy comes out at -8.49 eV. As for the molar mass: 142.22 g/mol. The value obtained for the energy above the lowest of the compared OMol25 structures with the same formula, charge and spin is 216.47 kJ/mol. For the HOMO-LUMO gap, the calculation gives 9.14 eV. The LUMO energy comes out at 0.65 eV.

Atomic partial charges in e from the Mulliken method, atoms 1 to 2: N -0.50; C -0.92



Density functional theory data (ωB97M-V/def2-TZVPD) for the ion C5H4NO with charge +1 in a non-equilibrium geometry.

XYZ file:
```
11
Properties=species:S:1:pos:R:3:forces:R:3
C -3.616 0.190 0.067 -0.148 1.979 -1.275
C -2.420 0.492 -0.001 0.681 -1.760 0.713
C -1.059 0.472 0.088 0.085 3.224 -0.660
C 0.174 0.890 -0.011 -1.430 -3.754 0.740
C 1.260 -0.175 0.035 -2.018 -0.433 -1.030
N 0.874 2.333 0.137 -0.271 0.771 0.102
O 0.248 3.244 -0.144 0.025 0.051 -0.012
H -4.647 0.379 -0.311 0.911 -0.944 0.796
H 1.716 -0.183 0.982 -0.089 -0.606 1.754
H 2.064 0.119 -0.526 1.902 1.049 -2.070
H 0.896 -1.123 -0.414 0.352 0.424 0.940
```
Forces are in eV/Å.

Its total charge is +1. The HOMO energy (alpha / beta) comes out at -15.05 / -15.05 eV. As for the molar mass: 94.09 g/mol. The value obtained for the energy above the lowest of the compared OMol25 structures with the same formula, charge and spin is 533.96 kJ/mol. For the HOMO-LUMO gap (alpha / beta), the calculation gives 7.23 / 7.23 eV. The LUMO energy (alpha / beta) comes out at -7.82 / -7.82 eV.

Atomic partial charges in e from the Mulliken method, atoms 1 to 2: C -0.20; C -0.49



Density functional theory data (ωB97M-V/def2-TZVPD) for a cluster of 9 separate species, C9H32F2N15O15S3 in total in a non-equilibrium geometry.

XYZ file:
```
76
Properties=species:S:1:pos:R:3:forces:R:3
N 1.106 1.445 1.329 -7.064 -0.248 -0.283
S 2.090 0.485 0.785 10.227 -3.276 -2.545
O 2.485 0.740 -0.605 -1.074 -0.562 1.724
O 2.147 -0.876 1.258 -1.417 0.571 -0.520
F 3.369 1.079 1.610 -0.906 0.148 -0.642
S -0.315 0.470 0.819 -4.455 -1.193 -2.244
O -1.137 -0.144 1.850 2.310 1.423 -0.694
O -0.310 -0.339 -0.452 1.610 2.017 3.047
F -1.208 1.673 0.272 0.840 0.219 0.871
C 1.849 4.609 -0.691 -1.233 1.448 -0.033
O 2.134 5.734 -1.026 0.880 1.398 -0.545
N 1.266 4.318 0.467 -0.488 0.567 3.064
N 1.816 3.549 -1.444 0.572 -2.321 -2.514
H 1.408 5.021 1.178 -0.140 -0.410 0.217
H 1.169 3.345 0.720 -0.039 0.517 0.480
H 1.546 2.705 -0.960 0.257 -0.291 -1.239
H 1.894 3.655 -2.446 0.133 -0.469 0.330
C 0.854 2.320 4.639 0.682 1.827 1.693
O 0.709 2.653 5.787 0.344 0.254 1.977
N -0.054 1.775 3.911 -4.224 -2.584 -2.140
N 1.872 2.595 3.841 2.682 0.986 -0.461
H 0.248 1.591 2.965 -1.128 -0.548 0.819
H -0.827 1.290 4.342 0.231 0.093 -0.298
H 2.624 3.176 4.183 -0.091 -0.323 -0.509
H 1.719 2.257 2.902 1.491 0.785 0.371
C -1.470 4.001 -3.502 -0.856 -2.648 -1.113
O -1.527 2.906 -4.101 0.478 0.962 1.152
N -1.291 5.148 -4.062 1.404 3.735 -4.380
N -1.699 4.314 -2.258 -0.915 -1.607 4.835
H -1.016 5.193 -5.032 -0.070 0.236 0.271
H -1.301 5.968 -3.472 0.255 0.009 -1.056
H -1.902 3.615 -1.557 0.113 0.202 -0.055
H -1.521 5.265 -1.969 -0.117 -0.775 0.574
C -3.620 0.061 -2.974 -0.462 -1.054 1.975
O -4.522 -0.734 -2.850 -1.565 -1.407 -0.500
N -3.482 0.948 -3.902 -0.610 1.280 -2.698
N -2.681 0.140 -2.037 1.570 -0.099 1.770
H -2.730 1.615 -3.800 -0.084 0.352 -1.061
H -4.077 0.757 -4.695 0.418 0.809 -0.133
H -1.872 0.729 -2.173 -0.028 -0.459 0.436
H -2.805 -0.512 -1.276 0.501 0.379 -0.032
C -4.243 -2.661 3.043 -1.560 3.575 -0.976
O -5.150 -1.859 3.138 -0.457 1.018 0.994
N -2.948 -2.372 2.987 2.680 1.762 0.990
N -4.420 -3.887 2.752 -0.248 -5.793 -0.671
H -2.672 -1.441 3.268 0.233 -0.273 -0.342
H -2.285 -2.997 2.553 -0.075 0.601 0.043
H -5.310 -4.327 2.567 0.409 0.240 0.123
H -3.527 -4.358 2.742 -1.019 -1.180 -0.303
C 0.618 -2.365 4.678 5.177 2.541 0.560
O 1.445 -1.568 5.141 -0.396 -0.168 -0.559
N 0.869 -3.154 3.652 0.252 -1.614 -2.587
N -0.504 -2.584 5.246 -4.155 -0.667 2.062
H 1.636 -2.969 3.023 -0.208 0.045 0.181
H 0.122 -3.785 3.398 0.615 -0.032 -0.511
H -0.505 -2.267 6.205 -0.707 -0.301 -0.120
H -1.032 -3.357 4.868 -0.520 0.317 0.987
C -0.287 -4.091 -0.866 0.902 -4.680 0.969
O -0.245 -5.325 -0.754 -0.175 0.313 0.770
N -0.619 -3.519 -1.951 -1.886 2.839 -5.282
N 0.104 -3.209 0.008 1.217 1.639 3.929
H -0.989 -4.000 -2.758 0.192 0.035 0.416
H -0.533 -2.513 -1.966 -0.374 -0.207 -0.645
H -0.059 -2.222 -0.132 0.162 -0.168 0.285
H 0.413 -3.520 0.918 -0.033 0.148 -0.366
C 2.590 -1.317 -3.143 -1.339 -0.973 0.849
C 3.945 -1.366 -2.394 -0.708 0.114 0.730
O 4.752 -2.232 -3.114 1.073 -2.205 -2.970
S 4.131 -2.729 -4.603 0.254 0.721 -0.095
O 4.580 -4.128 -4.890 -1.927 4.157 1.386
O 4.338 -1.689 -5.608 0.428 -1.829 1.361
O 2.550 -2.437 -4.147 1.963 0.055 0.708
H 2.143 -0.385 -3.488 0.996 0.053 -0.878
H 1.835 -1.615 -2.415 0.038 -0.313 0.010
H 3.810 -1.822 -1.413 -0.384 -0.262 -0.030
H 4.510 -0.475 -2.120 -0.449 0.549 -0.932
```
Forces are in eV/Å.

Its total charge is -1. The HOMO energy comes out at -7.50 eV. As for the molar mass: 724.64 g/mol. For the HOMO-LUMO gap, the calculation gives 8.86 eV. The LUMO energy comes out at 1.37 eV.

Atomic partial charges in e from the Mulliken method, atoms 1 to 2: N -0.50; S 0.91



Density functional theory data (ωB97M-V/def2-TZVPD) for a structure of composition C8H23CuO7 in a non-equilibrium geometry.

XYZ file:
```
39
Properties=species:S:1:pos:R:3:forces:R:3
Cu 26.990 -20.789 -1.686 0.156 0.665 -1.197
C 28.615 -20.747 -5.366 0.695 -0.414 0.322
C 28.429 -19.539 -4.456 -0.031 -0.472 0.312
O 27.409 -19.682 -3.538 -0.419 -0.026 0.729
H 29.685 -20.894 -5.544 -0.140 0.370 -0.672
H 28.022 -20.670 -6.272 0.198 -0.084 -0.169
H 28.383 -21.696 -4.876 -0.472 0.273 0.267
H 28.187 -18.651 -5.059 -0.197 0.040 0.032
H 29.372 -19.257 -3.965 -0.009 -0.117 0.150
C 23.474 -21.157 -2.319 -0.028 -0.639 0.693
C 23.923 -21.248 -0.868 -0.192 0.105 -0.741
O 25.034 -20.357 -0.665 -0.580 0.014 0.124
O 24.605 -21.431 -3.123 -0.014 0.157 -0.028
H 23.003 -20.180 -2.466 0.342 0.086 -0.390
H 22.705 -21.926 -2.462 -0.037 0.108 -0.007
H 24.252 -22.261 -0.618 -0.217 0.037 0.052
H 23.050 -20.941 -0.284 0.268 -0.156 0.316
H 24.920 -20.001 0.221 0.392 0.080 -0.044
H 24.330 -21.669 -4.013 0.012 0.147 -0.011
C 28.900 -18.656 -0.695 0.797 -0.316 -0.651
C 29.796 -19.890 -0.632 0.679 0.725 -0.204
O 29.358 -20.841 -1.598 -0.165 0.161 0.260
O 27.541 -18.985 -0.436 0.303 0.203 0.427
H 28.977 -18.246 -1.708 -0.172 -0.182 -0.022
H 29.331 -17.881 -0.059 -0.364 -0.150 0.405
H 29.916 -20.323 0.366 -0.508 -0.053 0.052
H 30.797 -19.523 -0.895 -0.046 -0.058 -0.071
H 30.046 -21.499 -1.738 -0.073 -0.050 -0.037
H 27.188 -18.357 0.203 -0.181 -0.102 -0.130
C 27.008 -23.741 -1.694 -0.144 0.119 -0.225
C 27.690 -23.449 -0.381 0.059 0.128 0.140
O 27.216 -22.195 0.157 0.385 -0.809 -0.092
O 27.265 -22.739 -2.714 0.472 -0.761 1.003
H 25.922 -23.770 -1.581 0.012 -0.205 0.253
H 27.371 -24.712 -2.033 -0.109 -0.038 -0.020
H 28.782 -23.450 -0.473 -0.033 0.305 -0.309
H 27.490 -24.250 0.335 -0.359 -0.085 -0.175
H 27.643 -22.139 1.021 -0.215 0.487 -0.066
H 27.311 -23.235 -3.536 -0.063 0.504 -0.275
```
Forces are in eV/Å.

The spin multiplicity is 2. Its total charge is +1. The HOMO energy (alpha / beta) comes out at -12.42 / -11.30 eV. As for the molar mass: 294.81 g/mol. For the HOMO-LUMO gap (alpha / beta), the calculation gives 9.96 / 7.13 eV. The LUMO energy (alpha / beta) comes out at -2.46 / -4.18 eV.

Atomic partial charges in e from the Mulliken method, atoms 1 to 2: Cu 1.00; C -0.91